No. 1
{
  "formula": "C6H37N2O13",
  "method": "ωB97M-V with the def2-TZVPD basis set",
  "symbols": ["C", "C", "N", "C", "C", "N", "C", "C", "H", "H", "H", "H", "H", "H", "H", "H", "H", "H", "H", "O", "H", "H", "O", "H", "H", "O", "H", "H", "O", "H", "H", "O", "H", "H", "O", "H", "H", "O", "H", "H", "O", "H", "H", "O", "H", "H", "O", "H", "H", "O", "H", "H", "O", "H", "H", "O", "H", "H"],
  "positions_angstrom": [[-17.0635, 18.1761, 10.3622], [-17.4314, 17.4006, 9.0458], [-18.5754, 16.5498, 9.2125], [-18.6688, 15.3730, 9.9764], [-20.0233, 15.1720, 10.3172], [-20.7836, 16.1408, 9.6802], [-19.8930, 16.9871, 9.0926], [-22.2528, 16.2404, 9.7594], [-17.1349, 17.5715, 11.2664], [-17.7282, 19.0375, 10.4271], [-16.0703, 18.6233, 10.3210], [-16.6349, 16.6715, 8.8972], [-17.6552, 18.1207, 8.2588], [-17.8162, 14.8417, 10.3729], [-20.5530, 14.5468, 11.0206], [-20.1774, 17.9531, 8.7022], [-22.5414, 16.9288, 10.5537], [-22.7391, 15.3374, 10.1282], [-22.7116, 16.6472, 8.8582], [-22.2245, 14.7581, 12.7082], [-21.8862, 14.3166, 13.4872], [-22.9075, 14.1738, 12.3788], [-24.0330, 18.9241, 9.4549], [-24.9451, 18.6339, 9.4631], [-23.9530, 19.4861, 10.2256], [-20.8508, 19.3679, 11.2371], [-21.6325, 19.2173, 11.7686], [-20.1217, 19.1294, 11.8096], [-20.5766, 16.9593, 13.3235], [-21.2495, 17.6302, 13.4395], [-21.0664, 16.1565, 13.1453], [-15.6192, 13.8327, 8.2757], [-14.9620, 13.4308, 8.8439], [-15.1481, 14.5305, 7.8203], [-15.0331, 21.8177, 11.4316], [-14.6924, 21.0038, 11.0604], [-15.2110, 22.3721, 10.6719], [-15.1201, 20.0779, 8.0368], [-15.5946, 20.8707, 8.2868], [-15.5678, 19.7686, 7.2493], [-23.0302, 18.4546, 13.1104], [-23.7186, 17.7934, 13.0395], [-23.4940, 19.2607, 13.3368], [-18.8068, 19.8382, 13.0055], [-18.1832, 20.5534, 12.8794], [-19.1025, 19.9345, 13.9108], [-19.8215, 11.9222, 11.8150], [-19.3466, 11.1608, 12.1482], [-20.0050, 11.7092, 10.9001], [-13.6273, 19.6897, 10.3376], [-13.7596, 19.0466, 9.6411], [-12.7254, 19.9881, 10.2206], [-22.1831, 12.1531, 9.9242], [-22.0666, 11.3915, 10.4921], [-22.8979, 12.6459, 10.3273], [-17.3995, 13.0844, 12.1258], [-18.3142, 12.8141, 12.0447], [-17.4375, 13.9270, 12.5784]],
  "lowdin_charge": [-0.031, -0.157, -0.042, 0.024, 0.000, -0.045, 0.021, 0.014, 0.085, 0.070, 0.052, 0.117, 0.124, 0.110, 0.097, 0.161, 0.071, 0.080, 0.098, -0.040, 0.072, 0.052, -0.041, 0.041, 0.029, -0.065, -0.020, -0.024, -0.048, -0.010, -0.028, -0.052, 0.037, 0.026, -0.060, -0.036, 0.023, -0.039, 0.044, 0.041, -0.030, 0.062, 0.069, -0.038, 0.055, 0.056, -0.038, 0.069, 0.043, -0.052, 0.030, 0.065, -0.038, 0.034, 0.024, -0.058, -0.040, 0.034],
  "gap_ev": 9.76,
  "total_charge": 1,
  "de_lowest_kcal_mol": 81.6,
  "e_lumo_ev": -2.61,
  "e_homo_ev": -12.36
}

---

No. 2
{
  "formula": "C6H39N2O11",
  "method": "ωB97M-V with the def2-TZVPD basis set",
  "symbols": ["C", "N", "C", "C", "C", "N", "C", "C", "H", "H", "H", "H", "H", "H", "H", "H", "H", "H", "H", "H", "H", "H", "H", "H", "H", "H", "H", "O", "H", "H", "O", "H", "H", "O", "H", "H", "O", "H", "H", "O", "H", "H", "O", "H", "H", "O", "H", "H", "O", "H", "H", "O", "H", "H", "O", "H", "H", "O"],
  "positions_angstrom": [[1.1159, -1.0690, -0.8003], [2.2978, -0.2487, -0.9971], [3.4886, -0.8692, -1.5600], [4.6485, 0.0919, -1.4588], [1.0384, -1.7000, 0.5777], [1.6240, -0.6399, 1.5534], [2.6644, -1.1697, 2.4303], [-0.3671, -2.0314, 1.0676], [0.2568, -0.4296, -0.9550], [1.0403, -1.7929, -1.6024], [2.0848, 0.6044, -1.4891], [3.6834, -1.7820, -1.0049], [3.3909, -1.2531, -2.5815], [5.0597, 0.1887, -0.4562], [4.4129, 1.1217, -1.7374], [5.4746, -0.2156, -2.0985], [1.7113, -2.5532, 0.6523], [1.9613, 0.1794, 1.0464], [0.7416, -0.3862, 2.0289], [2.2959, -1.4314, 3.4253], [3.3085, -0.3388, 2.6968], [3.1930, -2.0093, 1.9917], [-1.0343, -1.2201, 0.7786], [-0.3710, -2.3711, 2.0914], [-0.6402, -2.8756, 0.4316], [2.7085, 3.8251, -1.2409], [1.8819, 3.0161, -0.1590], [2.2916, 2.9864, -1.0312], [0.3253, -4.6716, -2.3682], [1.3242, -3.9884, -1.2793], [0.4368, -4.2896, -1.4952], [-5.4277, 0.9720, 1.4625], [-4.5514, 1.6912, 0.4396], [-4.8770, 1.7549, 1.3534], [-3.0776, 1.6306, -1.4868], [-2.5651, 3.0718, -1.4316], [-2.6447, 2.2756, -0.8969], [1.7708, 2.5801, 2.3135], [3.1076, 2.6991, 1.5505], [2.4609, 2.0591, 1.8648], [-5.0304, -0.0972, -2.2814], [-3.5603, -0.2107, -2.5229], [-4.1896, 0.1942, -1.9014], [-0.7629, 1.0405, 3.0190], [0.1545, 0.7716, 4.2797], [-0.1060, 0.4321, 3.4187], [-0.3065, 4.0764, 3.2320], [-0.5449, 3.4234, 1.8571], [0.0889, 3.4783, 2.5835], [-1.5363, -3.3498, -1.5102], [-2.9843, -3.0171, -1.8181], [-2.0809, -2.7877, -2.0750], [-2.7377, 1.8511, 2.2116], [-2.2470, 1.2610, 0.8309], [-1.9725, 1.5306, 1.7182], [-2.5434, -1.2101, -4.9222], [-2.6864, -1.9583, -3.5866], [-3.1384, -1.3187, -4.1668]],
  "lowdin_charge": [-0.172, -0.074, -0.274, -0.085, -0.281, 0.010, -0.010, -0.011, 0.130, 0.110, 0.096, 0.106, 0.113, 0.071, 0.068, 0.076, 0.130, 0.107, 0.096, 0.105, 0.090, 0.097, 0.090, 0.098, 0.066, 0.049, 0.011, -0.050, 0.064, 0.039, -0.041, 0.050, 0.013, -0.051, 0.007, 0.061, -0.059, 0.017, 0.056, -0.052, 0.069, 0.015, -0.062, 0.012, 0.066, -0.061, 0.071, 0.044, -0.050, 0.015, 0.071, -0.053, 0.054, 0.021, -0.066, 0.061, -0.004, -0.064],
  "gap_ev": 9.78,
  "total_charge": 1,
  "de_lowest_kcal_mol": 46.2,
  "e_lumo_ev": -2.13,
  "e_homo_ev": -11.91
}

---

No. 3
{
  "formula": "C6H39N2O12",
  "method": "ωB97M-V with the def2-TZVPD basis set",
  "symbols": ["C", "C", "C", "C", "C", "N", "C", "N", "H", "H", "H", "H", "H", "H", "H", "H", "H", "H", "H", "H", "H", "H", "H", "H", "H", "O", "H", "H", "O", "H", "H", "O", "H", "H", "O", "H", "H", "O", "H", "H", "O", "H", "H", "O", "H", "H", "O", "H", "H", "O", "H", "H", "O", "H", "H", "O", "H", "H", "O"],
  "positions_angstrom": [[0.5239, -2.0168, -1.7807], [-0.5345, -1.3079, -0.7861], [-0.0819, -0.8788, 0.5947], [0.4234, 0.5129, 0.6303], [0.8397, 1.1664, 1.7138], [1.5466, 2.4334, 1.6652], [1.4293, 3.1063, 2.9820], [-1.6743, -2.2602, -0.6541], [0.4477, -3.0981, -1.5249], [1.5396, -1.6930, -1.5847], [0.3628, -1.6372, -2.7835], [-0.9365, -0.3455, -1.2055], [0.7476, -1.6128, 0.8637], [-0.9274, -0.9732, 1.3676], [0.2514, 1.1982, -0.2738], [0.9367, 0.5913, 2.6672], [1.1321, 2.8916, 0.8223], [2.1300, 2.4994, 3.6619], [1.8434, 4.1004, 2.8488], [0.4908, 3.0659, 3.5617], [-1.4731, -3.1913, -0.1504], [-2.3130, -2.3775, -1.4284], [-2.2935, -1.6938, 0.0745], [-0.5462, 0.5759, -3.9623], [-1.2483, 1.9180, -4.2581], [-1.3170, 1.0950, -3.7511], [-3.6364, 0.1133, 1.4485], [-4.4530, -1.2062, 1.3996], [-3.5837, -0.8097, 1.2112], [1.8646, 0.4615, -2.3018], [1.8152, 1.4314, -3.5473], [1.2504, 1.0041, -2.8883], [-4.5033, -0.5114, -1.9299], [-3.1600, -0.4333, -2.5767], [-3.7333, -1.0726, -2.1108], [-1.5295, 2.3348, -0.7714], [-2.6015, 1.8639, -1.7410], [-2.3621, 1.8611, -0.7958], [2.9795, -0.6565, -0.4108], [3.4690, 0.7649, -0.3860], [3.0870, 0.0977, -0.9903], [-3.2441, 2.0335, 0.6742], [-3.1805, 2.4828, 2.0925], [-3.7556, 1.9921, 1.4966], [3.3112, 2.0029, 1.5476], [4.6738, 1.7939, 1.3308], [3.8846, 1.2203, 1.2161], [0.5196, -3.6124, 3.2523], [1.3890, -3.0976, 2.1170], [0.4801, -3.4563, 2.3058], [2.9798, -0.7995, 1.5080], [3.3110, -1.2867, 2.9681], [2.9699, -1.5855, 2.1373], [0.0724, -4.3198, 0.9677], [0.1404, -5.3058, -0.2448], [-0.0132, -4.3585, -0.0140], [0.1452, 3.6925, -2.4567], [0.1980, 2.2046, -2.0547], [-0.0841, 3.0881, -1.7628]],
  "lowdin_charge": [0.005, -0.316, -0.167, -0.115, -0.158, -0.127, -0.107, 0.154, 0.066, 0.050, 0.067, 0.125, 0.102, 0.147, 0.106, 0.140, 0.133, 0.103, 0.078, 0.082, 0.156, 0.116, 0.140, 0.015, 0.063, -0.052, -0.007, 0.075, -0.054, 0.046, 0.081, -0.090, 0.068, 0.036, -0.052, 0.005, 0.060, -0.049, 0.020, 0.020, -0.060, -0.016, 0.052, -0.059, 0.065, 0.088, -0.105, 0.076, 0.059, -0.060, 0.031, 0.042, -0.054, 0.012, 0.095, -0.100, 0.050, -0.015, -0.065],
  "gap_ev": 9.15,
  "total_charge": 1,
  "de_lowest_kcal_mol": 58.9,
  "e_lumo_ev": -2.18,
  "e_homo_ev": -11.33
}

---

No. 4
{
  "formula": "C6H3Cl2CoNO3PrS",
  "method": "ωB97M-V with the def2-TZVPD basis set",
  "symbols": ["Pr", "Co", "Cl", "Cl", "C", "C", "C", "O", "O", "O", "S", "C", "C", "N", "C", "H", "H", "H"],
  "positions_angstrom": [[0.1553, 1.0130, -7.1417], [0.2510, 0.0944, 0.1477], [-0.7606, 3.3781, -6.7996], [1.8968, -1.1121, -0.5757], [-0.7029, -1.0123, 1.1075], [-0.4192, 1.4699, -9.3827], [0.5944, -1.0881, -8.4728], [-1.0293, -1.9000, 1.7924], [-0.6608, 1.5415, -10.5285], [0.7960, -2.0366, -9.1120], [-0.2883, 4.2329, 0.8693], [1.0270, 3.5307, 1.7617], [1.1292, 2.1892, 1.5086], [0.0951, 1.7676, 0.6163], [-0.7288, 2.7660, 0.1350], [1.6709, 4.0865, 2.4254], [1.8599, 1.4821, 1.8935], [-1.5305, 2.5760, -0.5780]],
  "lowdin_charge": [1.319, 0.570, 0.200, 0.500, -0.028, -0.064, 0.005, 0.284, 0.280, 0.260, 1.240, -0.240, -0.127, -0.254, -0.319, 0.119, 0.142, 0.114],
  "s2": 12.032,
  "gap_ev": [6.72, 4.71],
  "total_charge": 4,
  "de_lowest_kcal_mol": 18.2,
  "e_lumo_ev": [-15.45, -17.41],
  "spin_multiplicity": 7,
  "e_homo_ev": [-22.17, -22.12]
}

---

No. 5
{
  "formula": "C6H3Cl3F4O2",
  "method": "ωB97M-V with the def2-TZVPD basis set",
  "symbols": ["C", "C", "Cl", "C", "O", "O", "C", "C", "F", "F", "Cl", "C", "F", "F", "Cl", "H", "H", "H"],
  "positions_angstrom": [[1.0956, 0.9435, -0.2724], [-0.0584, 0.4489, 0.1061], [-0.3044, -0.4617, 1.5290], [-1.2867, 0.6622, -0.7541], [-1.5017, 1.7854, -1.0616], [-2.0477, -0.3909, -1.3207], [-1.7268, -1.7490, -1.4353], [-3.0128, -2.3888, -2.0002], [-2.9244, -3.6107, -2.6442], [-3.4144, -1.6222, -3.1064], [-4.2373, -2.5352, -0.8366], [-0.5442, -2.0482, -2.4152], [0.5216, -1.3083, -2.1290], [-0.9305, -1.6196, -3.6390], [-0.2059, -3.7442, -2.4298], [1.9776, 1.1016, 0.3031], [1.0577, 1.5921, -1.1435], [-1.3901, -2.3290, -0.6432]],
  "lowdin_charge": [0.027, -0.692, 0.739, -0.428, 0.183, 0.048, -0.281, -0.865, -0.028, 0.028, 0.861, -0.892, 0.093, 0.075, 0.860, 0.074, 0.093, 0.105],
  "gap_ev": 10.57,
  "smiles": "C=C(Cl)C(=O)OC(C(F)(F)Cl)C(F)(F)Cl",
  "e_lumo_ev": 0.14,
  "e_homo_ev": -10.43
}

---

No. 6
{
  "formula": "C6H3ClFN2O2",
  "method": "ωB97M-V with the def2-TZVPD basis set",
  "symbols": ["C", "C", "C", "C", "C", "C", "N", "N", "O", "O", "F", "Cl", "H", "H", "H"],
  "positions_angstrom": [[2.2981, -0.2270, 0.0007], [2.0401, 1.2051, -0.2559], [1.4493, -1.2119, 0.1560], [-1.0381, -0.3074, -0.0521], [0.7430, 1.5331, -0.5217], [-0.0718, -1.2424, 0.1145], [-2.1737, 0.1459, -0.3727], [-3.3455, 0.2671, 0.3147], [-3.4843, -0.1680, 1.4228], [-4.2209, 0.8013, -0.3196], [0.4028, 2.8786, -0.6598], [-0.7230, -2.9232, -0.0290], [3.4093, -0.4758, 0.1976], [2.7831, 1.9685, -0.3508], [1.9316, -2.2439, 0.3550]],
  "lowdin_charge": [-0.199, -0.171, -0.211, -0.125, -0.108, -0.584, 0.112, -0.489, 0.043, 0.026, -0.102, 0.534, 0.113, 0.062, 0.099],
  "gap_ev": [7.03, 7.04],
  "total_charge": -1,
  "de_lowest_kcal_mol": 101.7,
  "e_lumo_ev": [2.96, 2.97],
  "e_homo_ev": [-4.07, -4.07]
}

---

| no. | total energy (eV) |
| --- | --- |
| 1 | -36414.3486 |
| 2 | -32353.2425 |
| 3 | -34399.5797 |
| 4 | -101429.9344 |
| 5 | -58801.1105 |
| 6 | -28578.9465 |